10
Properties=species:S:1:pos:R:3 method="wB97M-V/def2-TZVPD" molar_mass_g_mol=64.064 homo_ev=-16.2 charge=+1 lumo_energy_ev=-4.10 orbital_gap_ev=12.132 relative_energy_kcal_mol=7.63 energy_ha=-246.69160
O 0.79860 -1.37796 1.24518
H 1.72867 -1.52085 1.46418
H 0.31656 -1.93386 1.86829
H -1.96136 1.44334 0.50658
C -0.62410 0.93952 -0.73637
N 0.39596 0.21016 -1.00959
O -1.19708 0.84953 0.41335
H -0.99724 1.63450 -1.47655
H 0.72613 -0.50836 -0.34706
H 0.81386 0.26398 -1.92802